(1)
Here is an isolated molecule of C2H2Cl2O2S at a distorted geometry from the OMol25 dataset. Energies are from the ωB97M-V functional and the def2-TZVPD basis.

Highest occupied orbital energy, eV: -10.6234

Geometry as XYZ:
```
9
C2H2Cl2O2S (the ωB97M-V functional and the def2-TZVPD basis)
C 0.491 -0.587 -0.149
C 0.522 0.378 -1.189
O -0.761 1.396 0.963
O -0.064 -0.374 2.479
S -0.517 0.039 1.174
Cl 1.409 0.218 -2.614
Cl -2.299 -0.934 0.817
H 1.076 -1.555 -0.319
H 0.142 1.419 -1.162
```

(2)
Here is a structure of composition C18H19N2O2S6Yb from the OMol25 dataset. Energies are from the ωB97M-V functional and the def2-TZVPD basis.

⟨S²⟩: 0.751
Multiplicity: 2
Highest occupied orbital energy (alpha / beta), eV: -6.6577 / -6.6576

Geometry as XYZ:
```
48
C18H19N2O2S6Yb (the ωB97M-V functional and the def2-TZVPD basis)
Yb 0.017 -0.739 0.548
C -3.692 -1.339 1.006
C -3.047 -1.302 -0.351
C -3.341 -0.273 -1.249
C -2.872 -0.307 -2.552
C -2.070 -1.356 -2.982
C -1.736 -2.368 -2.098
C -2.225 -2.347 -0.792
H -3.930 -0.334 1.351
H -3.043 -1.811 1.744
H -4.619 -1.915 0.955
H -3.949 0.558 -0.914
H -3.111 0.504 -3.228
H -1.696 -1.372 -3.997
H -1.118 -3.196 -2.423
H -2.023 -3.173 -0.120
O 1.610 -1.572 -0.991
C 3.041 -1.646 -0.795
C 3.738 -0.314 -1.006
C 3.259 0.841 -0.118
C 3.234 0.497 1.338
C 4.237 0.918 2.193
C 4.195 0.548 3.531
C 3.194 -0.289 3.968
C 2.234 -0.703 3.041
N 2.206 -0.267 1.773
H 1.419 -1.211 -1.870
H 3.443 -2.396 -1.480
H 3.157 -2.019 0.220
H 3.628 -0.010 -2.052
H 4.807 -0.490 -0.856
H 2.260 1.149 -0.432
H 3.916 1.696 -0.276
H 5.030 1.544 1.811
H 4.959 0.887 4.217
H 3.155 -0.649 4.986
H 1.190 -1.845 4.381
S -3.044 5.966 -0.967
C -2.265 4.560 -0.618
S -1.390 3.636 -1.789
C -0.932 2.310 -0.748
C -1.361 2.384 0.534
S -1.118 1.226 1.825
S -2.305 3.801 0.934
S 0.023 1.035 -1.458
O -0.618 -2.333 1.737
S 0.800 -2.845 2.335
N 1.260 -1.615 3.402
```

(3)
Here is a structure of composition C15H41AsMgN2SSi3 at a distorted geometry from the OMol25 dataset. Energies are from the ωB97M-V functional and the def2-TZVPD basis.

Total charge: +2
Highest occupied orbital energy, eV: -14.8379

Geometry as XYZ:
```
64
C15H41AsMgN2SSi3 (the ωB97M-V functional and the def2-TZVPD basis)
Mg 0.260 0.285 -1.630
C 1.661 1.395 -3.902
C 0.225 1.838 -4.151
N -0.681 1.601 -3.005
C -2.005 1.024 -3.336
C -1.894 -0.449 -3.809
S -1.083 -1.638 -2.622
C 0.470 -2.155 -3.517
C 1.352 -1.099 -4.234
N 1.669 0.039 -3.318
H 2.274 1.554 -4.815
H 2.068 2.060 -3.134
H 0.250 2.921 -4.397
H -0.139 1.328 -5.036
H -0.850 2.495 -2.472
H -2.599 1.085 -2.381
H -2.479 1.590 -4.136
H -2.883 -0.859 -3.928
H -1.395 -0.517 -4.778
H 1.056 -2.647 -2.692
H 0.146 -2.934 -4.223
H 2.307 -1.611 -4.495
H 0.884 -0.799 -5.175
H 2.591 -0.137 -2.902
C 1.502 -3.050 1.429
Si -0.060 -2.155 2.019
C -0.055 -2.237 3.914
C -1.607 -3.131 1.447
As -0.074 -0.025 1.057
Si 1.922 0.929 1.946
C 2.105 0.766 3.850
C 2.093 2.763 1.420
C 3.349 -0.049 1.162
Si -1.992 1.058 1.992
C -1.997 2.929 1.551
C -2.046 0.777 3.863
C -3.593 0.338 1.229
H 1.468 -4.033 1.952
H 2.426 -2.637 1.819
H 1.639 -3.311 0.357
H 0.531 -3.132 4.189
H -1.084 -2.320 4.249
H 0.381 -1.367 4.434
H -1.287 -4.198 1.245
H -2.019 -2.719 0.555
H -2.411 -3.090 2.262
H 1.128 0.934 4.326
H 2.820 1.549 4.224
H 2.521 -0.228 4.115
H 1.541 3.390 2.147
H 1.660 3.018 0.436
H 3.164 3.056 1.409
H 3.059 -0.848 0.435
H 3.866 -0.610 2.000
H 4.138 0.562 0.662
H -1.223 3.547 2.016
H -2.967 3.297 1.956
H -2.017 3.132 0.496
H -1.070 0.891 4.360
H -2.351 -0.280 4.054
H -2.822 1.494 4.252
H -3.535 0.234 0.134
H -4.461 1.033 1.454
H -3.846 -0.644 1.674
```

(4)
Here is an isolated molecule of C6H13N3 at a distorted geometry from the OMol25 dataset. Energies are from the ωB97M-V functional and the def2-TZVPD basis.

Highest occupied orbital energy, eV: -7.2840

Geometry as XYZ:
```
22
C6H13N3 (the ωB97M-V functional and the def2-TZVPD basis)
C 0.484 -1.739 0.945
C 1.247 -1.327 -1.429
N 0.752 1.559 -0.313
C -0.518 1.480 0.365
C 1.204 -0.883 0.009
N -0.636 2.421 1.378
N -1.604 -0.082 -1.136
C 1.319 0.422 0.379
C -1.470 0.492 0.164
H 0.649 1.368 -1.304
H -1.239 2.185 2.152
H 0.244 2.830 1.654
H -1.493 0.540 -1.927
H -2.424 -0.666 -1.251
H 1.424 0.635 1.436
H -2.410 0.661 0.686
H 0.603 -2.808 0.777
H 0.702 -1.528 1.990
H 1.317 -0.496 -2.125
H 0.385 -1.934 -1.715
H 2.119 -1.974 -1.565
H -0.655 -1.157 0.830
```

(5)
Here is an isolated molecule of C4H4F2N2 at a distorted geometry from the OMol25 dataset. Energies are from the ωB97M-V functional and the def2-TZVPD basis.

Highest occupied orbital energy, eV: -9.6800

Geometry as XYZ:
```
12
C4H4F2N2 (the ωB97M-V functional and the def2-TZVPD basis)
C -0.658 -0.166 -0.829
C 0.693 0.214 -1.024
C -1.216 -0.684 0.392
C 1.607 0.390 0.049
N -2.458 -0.616 0.795
N 1.007 0.518 1.187
F 2.967 0.352 -0.067
F 1.826 0.934 2.140
H -1.186 -0.109 -1.810
H 0.919 0.441 -2.027
H -0.449 -1.133 1.012
H -3.053 -0.142 0.183
```

(6)
Here is an isolated molecule of C5H7N from the OMol25 dataset. Energies are from the ωB97M-V functional and the def2-TZVPD basis.

Highest occupied orbital energy, eV: -8.3403

Geometry as XYZ:
```
13
C5H7N (the ωB97M-V functional and the def2-TZVPD basis)
C 1.407 -0.582 0.079
C 0.733 0.733 -0.303
C 0.296 -0.602 -0.882
C -1.023 -0.458 -0.088
N -0.872 0.020 1.353
C -0.687 0.930 0.231
H 2.392 -0.652 -0.357
H 1.285 -1.115 1.015
H 1.341 1.543 -0.686
H 0.284 -0.872 -1.935
H -1.954 -0.934 -0.338
H -1.813 0.195 1.650
H -1.314 1.771 -0.048
```

(7)
Here is a structure of composition C16H19N6S2Tc at a distorted geometry from the OMol25 dataset. Energies are from the ωB97M-V functional and the def2-TZVPD basis.

⟨S²⟩: 1.095
Total charge: +3
Multiplicity: 2
Highest occupied orbital energy (alpha / beta), eV: -17.2983 / -17.4531

Geometry as XYZ:
```
44
C16H19N6S2Tc (the ωB97M-V functional and the def2-TZVPD basis)
Tc 0.688 -0.497 0.151
N 4.081 2.062 -0.227
C 2.907 1.500 -0.288
S 2.719 -0.165 -0.788
N 1.836 2.301 0.018
N 0.723 1.601 -0.012
C -0.455 2.287 0.026
C -0.573 3.695 0.140
C 0.281 4.595 -0.565
C 0.099 5.948 -0.445
C -0.888 6.446 0.410
C -1.721 5.584 1.137
C -1.593 4.230 0.986
C -1.601 1.373 -0.143
C -2.903 1.779 -0.337
C -3.899 0.823 -0.542
C -3.556 -0.510 -0.600
C -2.222 -0.863 -0.460
N -1.269 0.050 -0.229
H 4.925 1.558 -0.473
H 4.175 3.021 0.089
H 1.011 4.211 -1.260
H 0.708 6.631 -1.022
H -1.013 7.517 0.513
H -2.451 5.990 1.823
H -2.196 3.566 1.591
H -3.147 2.829 -0.366
H -4.927 1.133 -0.678
H -4.294 -1.280 -0.778
H -1.901 -1.892 -0.538
C 1.493 -5.678 -1.460
N 1.297 -4.405 -0.729
C 1.037 -4.201 0.545
S 0.822 -2.532 1.151
N 0.913 -5.101 1.491
C 1.019 -6.578 1.421
H 1.411 -5.450 -2.518
H 0.718 -6.390 -1.201
H 2.480 -6.088 -1.261
H 1.439 -3.566 -1.267
H 0.687 -4.724 2.401
H 1.900 -6.875 0.864
H 0.119 -7.006 0.988
H 1.122 -6.929 2.443
```

(8)
Here is a cluster of 9 separate species, C15H48O14 in total at a distorted geometry from the OMol25 dataset. Energies are from the ωB97M-V functional and the def2-TZVPD basis.

Highest occupied orbital energy, eV: -9.6343

Geometry as XYZ:
```
77
C15H48O14 (the ωB97M-V functional and the def2-TZVPD basis)
C -27.944 -12.767 -32.009
O -28.090 -14.181 -31.958
H -27.091 -12.503 -32.651
H -28.798 -12.296 -32.491
H -27.755 -12.361 -31.014
H -27.359 -14.529 -31.410
C -32.642 -10.712 -25.034
O -33.328 -9.895 -25.946
H -31.583 -10.761 -25.302
H -32.706 -10.410 -23.985
H -32.950 -11.764 -25.122
H -34.256 -9.859 -25.701
C -29.098 -12.101 -27.365
O -28.886 -12.125 -28.754
H -29.916 -11.429 -27.064
H -29.304 -13.087 -26.937
H -28.209 -11.669 -26.897
H -29.723 -12.239 -29.240
C -29.708 -12.991 -23.776
C -30.248 -12.348 -22.511
O -31.419 -13.072 -22.081
O -29.084 -14.217 -23.436
H -29.050 -12.312 -24.324
H -30.534 -13.121 -24.493
H -30.608 -11.339 -22.756
H -29.432 -12.330 -21.786
H -31.967 -12.444 -21.605
H -29.784 -14.816 -23.150
C -26.027 -9.368 -28.421
C -25.286 -10.153 -27.334
O -26.211 -10.488 -26.287
O -26.793 -10.180 -29.264
H -25.235 -8.872 -29.001
H -26.580 -8.538 -27.967
H -24.457 -9.543 -26.966
H -24.911 -11.076 -27.768
H -26.037 -10.006 -25.479
H -27.387 -10.737 -28.730
C -25.927 -13.910 -28.424
C -26.698 -15.079 -29.029
O -26.242 -15.434 -30.358
O -24.655 -14.289 -27.919
H -26.561 -13.613 -27.568
H -25.907 -13.118 -29.169
H -27.725 -14.717 -29.137
H -26.678 -15.990 -28.422
H -25.316 -15.699 -30.280
H -24.653 -15.177 -27.557
C -26.968 -14.745 -24.859
C -25.741 -13.969 -24.428
O -25.123 -14.667 -23.347
O -26.498 -16.004 -25.342
H -27.524 -14.256 -25.666
H -27.632 -14.829 -23.995
H -25.922 -12.970 -24.054
H -25.060 -13.949 -25.287
H -24.994 -15.576 -23.649
H -27.282 -16.532 -25.525
C -32.273 -13.394 -29.807
C -31.625 -14.530 -30.567
O -30.315 -14.733 -30.080
O -31.568 -12.195 -30.148
H -32.265 -13.529 -28.718
H -33.344 -13.297 -30.048
H -31.570 -14.182 -31.606
H -32.224 -15.434 -30.518
H -29.731 -14.098 -30.517
H -31.970 -11.460 -29.672
C -29.135 -8.454 -26.103
C -30.204 -7.870 -27.020
O -29.954 -6.449 -27.274
H -29.244 -9.549 -26.115
H -29.391 -8.215 -25.064
H -28.127 -8.118 -26.305
H -31.176 -8.055 -26.560
H -30.194 -8.314 -28.022
H -29.488 -6.392 -28.107
```